{
  "formula": "C37H48N3O4S2SeYb",
  "method": "ωB97M-V/def2-TZVPD",
  "species": ["Yb", "C", "C", "C", "C", "C", "C", "C", "Se", "C", "C", "C", "C", "C", "C", "O", "C", "C", "C", "C", "C", "C", "C", "C", "C", "O", "C", "C", "C", "C", "C", "C", "H", "H", "H", "H", "H", "H", "H", "H", "H", "H", "H", "H", "H", "H", "H", "H", "H", "H", "H", "H", "H", "H", "H", "H", "H", "H", "H", "H", "H", "H", "H", "H", "H", "H", "H", "H", "H", "H", "H", "H", "N", "C", "C", "C", "C", "C", "C", "S", "O", "O", "N", "C", "S", "C", "C", "N", "H", "H", "H", "H", "H", "H", "H", "H"],
  "positions_angstrom": [[2.186, -0.715, -0.960], [-5.265, -3.489, -2.306], [-4.811, -2.005, -2.159], [-5.216, -1.537, -0.720], [-5.621, -1.188, -3.207], [-3.317, -1.848, -2.328], [-2.443, -2.523, -1.468], [-1.041, -2.390, -1.564], [0.206, -3.160, -0.268], [0.165, -2.081, 1.368], [-1.030, -2.022, 2.126], [-1.075, -1.284, 3.302], [0.112, -0.776, 3.811], [1.330, -0.809, 3.126], [1.343, -1.407, 1.823], [2.427, -1.269, 1.131], [2.624, -0.369, 3.806], [2.380, -0.242, 5.317], [3.121, 1.031, 3.329], [3.784, -1.372, 3.611], [-2.378, -1.265, 4.076], [-3.508, -0.770, 3.145], [-2.315, -0.415, 5.335], [-2.866, -2.653, 4.533], [-0.468, -1.528, -2.529], [0.775, -1.110, -2.540], [-1.365, -1.001, -3.562], [-2.732, -1.085, -3.355], [-0.812, -0.422, -4.865], [-0.143, -1.639, -5.580], [-1.964, 0.036, -5.829], [0.117, 0.810, -4.691], [-6.388, -3.525, -2.319], [-4.881, -4.150, -1.529], [-4.885, -3.889, -3.264], [-6.292, -1.517, -0.578], [-4.837, -0.552, -0.569], [-4.811, -2.180, 0.058], [-6.665, -1.266, -2.998], [-5.337, -1.439, -4.213], [-5.377, -0.115, -3.074], [-2.884, -3.112, -0.681], [-1.930, -2.552, 1.814], [0.019, -0.245, 4.767], [1.688, 0.580, 5.545], [3.317, -0.096, 5.831], [1.880, -1.126, 5.766], [2.356, 1.781, 3.587], [3.233, 0.997, 2.248], [4.074, 1.320, 3.812], [3.457, -2.402, 3.854], [4.620, -1.129, 4.316], [4.183, -1.278, 2.586], [-3.381, 0.264, 2.784], [-4.456, -0.804, 3.707], [-3.592, -1.407, 2.247], [-2.093, 0.618, 5.128], [-1.552, -0.748, 6.047], [-3.235, -0.432, 5.925], [-3.036, -3.314, 3.668], [-3.836, -2.556, 5.057], [-2.135, -3.117, 5.237], [-3.453, -0.505, -3.954], [-0.905, -2.427, -5.686], [0.675, -2.074, -5.000], [0.240, -1.315, -6.545], [-2.748, -0.719, -5.994], [-1.531, 0.314, -6.811], [-2.447, 0.926, -5.480], [1.050, 0.558, -4.175], [-0.363, 1.574, -4.076], [0.350, 1.242, -5.659], [3.751, 7.124, 2.045], [3.323, 6.130, 1.181], [2.113, 5.425, 1.461], [1.764, 4.284, 0.731], [2.624, 3.903, -0.266], [3.620, 4.742, -0.783], [3.992, 5.838, -0.035], [2.503, 2.440, -1.199], [2.364, 2.848, -2.572], [1.457, 1.504, -0.722], [3.970, 1.796, -0.749], [4.587, 1.049, -1.655], [6.183, 1.601, -2.351], [6.318, 0.015, -3.028], [5.224, -0.794, -2.795], [4.248, -0.191, -2.040], [3.271, 7.100, 2.927], [4.749, 7.301, 2.058], [1.534, 5.669, 2.344], [0.901, 3.714, 0.990], [4.131, 4.448, -1.696], [4.831, 6.434, -0.359], [7.184, -0.251, -3.589], [5.068, -1.813, -3.183]],
  "e_above_lowest_kcal_mol": 6.3,
  "spin_multiplicity": 2,
  "gap_ev": [7.63, 6.57]
}